1.
Below is C2HO3Sc as an isolated structure at a distorted geometry, with properties calculated with ωB97M-V/def2-TZVPD.

The electronic energy comes out at -1060.76900 a.u. The energy above the lowest of the compared OMol25 structures with the same formula, charge and spin comes out at 0.0000 eV. As for the HOMO-LUMO gap (alpha / beta): 6.912 / 6.912 eV.

```
! RIJCOSX wB97M-V def2-TZVPD def2/J DEFGRID3
* xyz 4 1
O 0.024 -2.222 -1.221
H -0.635 -2.917 -0.955
O -0.249 0.888 0.580
C 0.073 -0.142 0.004
C 0.243 -1.303 -0.467
O 0.517 1.948 0.468
Sc 0.027 3.748 1.592
*
```

The computed Mulliken charges, all in e, follow: 0.046 0.533 0.241 0.675 0.378 -0.327 2.453



2.
Below is an isolated ion of composition C2HO4P and charge -2 at a distorted geometry, with properties calculated with ωB97M-V/def2-TZVPD.

The electronic energy comes out at -719.01233 a.u. The energy above the lowest of the compared OMol25 structures with the same formula, charge and spin comes out at 1.9351 eV. As for the HOMO-LUMO gap: 5.623 eV.

```
! RIJCOSX wB97M-V def2-TZVPD def2/J DEFGRID3
* xyz -2 1
C -1.848 0.240 -0.237
C -0.285 0.136 -0.327
O 1.621 -1.726 -0.646
O 0.799 0.326 0.711
O 2.293 0.448 -1.630
O -2.183 0.676 1.120
P 1.278 -0.315 -0.841
H -1.674 0.216 1.850
*
```

The computed Mulliken charges, all in e, follow: -1.008 0.453 -0.765 -0.516 -0.782 -0.252 0.644 0.226



3.
Below is a 2-piece molecular cluster, C2HO4P overall at a distorted geometry, with properties calculated with ωB97M-V/def2-TZVPD.

The SMILES is O=CP=O.O=C=O. The electronic energy comes out at -719.11101 a.u. The energy above the lowest of the compared OMol25 structures with the same formula, charge and spin comes out at 0.0000 eV. As for the HOMO-LUMO gap: 8.257 eV.

```
! RIJCOSX wB97M-V def2-TZVPD def2/J DEFGRID3
* xyz 0 1
O 1.104 0.208 -0.520
C 0.028 -0.214 -0.154
P -1.433 -0.584 -1.367
O -2.157 0.637 -0.950
H -0.373 -0.020 0.961
O 2.220 1.261 -3.319
C 1.147 0.905 -3.060
O 0.094 0.481 -2.993
*
```

The computed Mulliken charges, all in e, follow: -0.427 0.112 0.434 -0.420 0.267 -0.362 0.763 -0.367



4.
Below is C2HgLiO4 as an isolated structure at a distorted geometry, with properties calculated with ωB97M-V/def2-TZVPD.

The electronic energy comes out at -538.09658 a.u. The energy above the lowest of the compared OMol25 structures with the same formula, charge and spin comes out at 1.1591 eV. As for the HOMO-LUMO gap (alpha / beta): 5.675 / 4.473 eV.

```
! RIJCOSX wB97M-V def2-TZVPD def2/J DEFGRID3
* xyz -1 3
O 0.892 -0.607 0.527
C 1.861 0.102 0.238
O 1.741 1.382 -0.042
O 2.967 -0.504 -0.173
Li -0.320 0.858 -0.415
Hg -0.799 -1.311 -0.676
C -2.595 -0.073 0.212
O -3.747 0.153 0.329
*
```

The computed Mulliken charges, all in e, follow: -0.769 0.763 -0.850 -0.702 0.700 0.370 -0.197 -0.314